Density functional theory data (wB97M-V/def2-TZVPD) for a cluster of 2 separate species, C14H16 in total in a non-equilibrium geometry.

XYZ file:
```
30
Properties=species:S:1:pos:R:3:lowdin_charge:R:1
C -0.2571 2.3271 0.5309 -0.0444
C 2.3873 0.1709 2.2982 -0.0945
C 3.4295 0.3682 1.4146 -0.1066
C 1.1760 0.8092 2.0410 -0.0942
C 1.0289 1.6958 0.9930 -0.2838
C 3.3690 1.3182 0.4033 -0.0786
C 2.1467 1.9298 0.1710 -0.0534
H 2.4592 -0.6544 2.9913 0.1055
H 4.3340 -0.2234 1.5128 0.1001
H 0.3321 0.5680 2.6732 0.1143
H 4.1989 1.6039 -0.2196 0.0990
H -0.2797 2.4951 -0.5315 0.0750
H -0.3822 3.2790 1.0581 0.0848
H 2.0401 2.6980 -0.5851 0.1088
H -1.1502 1.7570 0.7902 0.0592
C 0.0536 -1.6434 0.3612 -0.0342
C -2.0828 -1.5748 -2.8193 -0.0937
C -3.2849 -1.1285 -2.2823 -0.1053
C -0.9631 -1.6610 -2.0130 -0.0571
C -1.0031 -1.3044 -0.6645 -0.2627
C -3.3752 -0.7899 -0.9353 -0.0834
C -2.2039 -0.7607 -0.1961 -0.0747
H -2.1162 -2.0848 -3.7704 0.0991
H -4.1595 -1.0157 -2.9050 0.0953
H -0.0111 -2.0451 -2.3630 0.1092
H -4.3631 -0.5435 -0.5770 0.0992
H -0.4487 -1.9143 1.2829 0.0820
H 0.7593 -0.8205 0.4934 0.0514
H -2.2053 -0.3028 0.7897 0.1007
H 0.5716 -2.5529 0.0572 0.0830
```

Energy above the lowest of the compared OMol25 structures with the same formula, charge and spin ... 17.06 kcal/mol
Multiplicity ... 1
Net charge ... 0
SMILES ... Cc1ccccc1.Cc1ccccc1
Frontier orbital gap ... 9.7 eV
Calculated total energy ... -14777.026 eV
E_HOMO ... -8.73 eV

Density functional theory data (wB97M-V/def2-TZVPD) for a structure of composition C9H16F3IN2O4PTeY in a non-equilibrium geometry.

XYZ file:
```
38
Properties=species:S:1:pos:R:3:lowdin_charge:R:1
Y -0.9087 -0.4150 0.1761 1.1967
C 4.6347 -0.3524 -1.0543 -0.0735
C 4.0458 0.9511 -0.6041 -0.2294
O 3.2876 0.7520 0.6489 -0.2715
P 1.7540 0.4992 0.5685 -0.0062
O 1.3074 -0.4194 -0.5475 -0.4337
Te 0.8471 -0.1730 2.6423 0.5429
O 1.0132 1.8499 0.1509 -0.3236
C 1.0884 3.0165 1.0352 -0.2754
C 0.5929 4.1836 0.2290 -0.0654
H 5.1780 -0.1898 -1.9896 0.0856
H 3.8648 -1.0985 -1.2483 0.0766
H 5.3331 -0.7479 -0.3161 0.0843
H 3.3785 1.3849 -1.3477 0.1159
H 4.7982 1.6895 -0.3434 0.1199
H 2.1181 3.1347 1.3715 0.1158
H 0.4667 2.8032 1.9032 0.0793
H 1.2060 4.3329 -0.6594 0.0818
H 0.6296 5.0991 0.8242 0.0840
H -0.4396 4.0255 -0.0834 0.0768
F -1.1662 -1.8228 -2.9240 0.0283
C -1.6248 -0.9325 -2.0119 -0.5877
F -2.9900 -0.8821 -2.2645 -0.0194
F -1.1397 0.3235 -2.4204 -0.0314
I -2.4513 -6.3401 2.6327 0.9115
C -2.3415 -4.6836 1.4714 -0.8002
C -3.1380 -4.3786 0.3894 -0.1262
N -2.7160 -3.1963 -0.0822 0.0157
N -1.6883 -2.7117 0.6289 -0.0659
C -1.4575 -3.5969 1.5909 -0.1754
H -3.9514 -4.9036 -0.0843 0.1274
H -3.0241 -2.6652 -0.8844 0.1334
H -0.6665 -3.4055 2.2998 0.0966
C -3.1987 1.8084 0.0488 -0.2073
O -2.3710 0.8352 0.6608 -0.4837
H -3.4716 2.6157 0.7295 0.0678
H -4.1156 1.3561 -0.3301 0.0699
H -2.6834 2.2540 -0.8061 0.0657
```

Energy above the lowest of the compared OMol25 structures with the same formula, charge and spin ... 8.67 kcal/mol
Multiplicity ... 1
Net charge ... 0
Frontier orbital gap ... 8.6 eV
Calculated total energy ... -54645.364 eV
E_HOMO ... -8.17 eV

Density functional theory data (wB97M-V/def2-TZVPD) for a cluster of 2 separate species, C5H10O2 in total.

XYZ file:
```
17
Properties=species:S:1:pos:R:3:lowdin_charge:R:1
C 2.0677 1.4359 -0.6893 -0.0517
C 0.6565 -1.4342 0.3623 -0.1238
C 0.0092 -1.4426 1.5176 -0.1011
O -1.3129 -1.0973 1.3379 -0.0305
C -1.4568 -0.8178 -0.0561 -0.3700
C -1.8824 0.6177 -0.2654 -0.0042
O -0.1905 -1.0768 -0.6665 -0.0478
H 1.4338 0.7814 -1.2926 0.0085
H 3.1207 1.1940 -0.8570 0.0199
H 1.8924 2.4794 -0.9627 0.0192
H 1.6808 -1.6480 0.0993 0.1246
H 1.8207 1.2872 0.3656 0.0166
H 0.3225 -1.6689 2.5246 0.1215
H -2.1911 -1.5182 -0.4760 0.1541
H -1.1269 1.2955 0.1430 0.0880
H -2.0106 0.8227 -1.3323 0.0890
H -2.8331 0.7904 0.2475 0.0878
```

Energy above the lowest of the compared OMol25 structures with the same formula, charge and spin ... 52.11 kcal/mol
Multiplicity ... 1
Net charge ... 0
SMILES ... CC1OC=CO1.C
Frontier orbital gap ... 9.1 eV
Calculated total energy ... -9440.783 eV
E_HOMO ... -8.03 eV

Density functional theory data (wB97M-V/def2-TZVPD) for a structure of composition C24H22CuN6O5S4.

XYZ file:
```
62
Properties=species:S:1:pos:R:3:lowdin_charge:R:1
Cu 0.4723 -2.6504 -1.5911 0.4395
O -0.6072 3.6596 -1.6028 -0.0769
C 0.6005 3.0133 -1.4121 -0.6833
C 1.7017 4.0204 -1.2717 -0.1064
C 3.0102 3.8013 -1.4562 -0.1121
C 3.7447 2.5675 -1.7453 -0.1070
C 3.2598 1.3486 -2.0586 -0.0442
C 1.8811 1.0225 -2.2974 -0.1763
C 1.3462 -0.1827 -2.0157 -0.3352
O 1.8001 -1.3017 -1.6198 -0.0879
N -0.7119 -0.1263 -0.7195 -0.0207
N -0.7696 -1.1319 -2.7275 -0.0108
C -2.0352 -1.2531 -2.6035 -0.8730
S -2.7503 -2.5426 -3.5810 0.9260
C -4.3753 -2.4626 -2.7955 -0.5412
C -4.6275 -1.0018 -2.4822 -0.5315
S -3.1738 -0.3726 -1.6018 0.9806
H -1.1370 2.9140 -2.0230 0.0688
H 1.3659 5.0214 -1.0286 0.1061
H 3.6500 4.6695 -1.3223 0.0886
H 4.8204 2.6522 -1.6313 0.0787
H 3.9668 0.5259 -2.1107 0.1093
H -4.3786 -3.0579 -1.8800 0.0630
H -5.0999 -2.8776 -3.4961 0.0712
H -5.4783 -0.8733 -1.8117 0.0737
H -4.7988 -0.4278 -3.3938 0.0745
N 5.0968 1.5802 3.9029 0.0776
C 3.7222 1.4083 3.6760 -0.3287
C 3.2232 0.1651 3.2884 -0.0341
C 1.8693 -0.0065 3.0736 -0.0622
C 0.9945 1.0591 3.2419 -0.3325
C 1.4812 2.2930 3.6375 -0.0787
C 2.8372 2.4660 3.8626 -0.0362
S -0.7276 0.8446 2.8693 0.5320
O -1.3294 2.1552 2.9586 -0.3383
O -1.2298 -0.1697 3.7756 -0.3494
N -0.7802 0.1779 1.4379 -0.1528
C -0.3448 0.6681 0.2626 -0.6427
S 0.6381 2.1394 0.2679 1.1250
C 0.8154 2.0304 -2.5829 -0.2646
C -0.4825 1.2836 -2.7998 -0.1080
N -0.1956 0.0111 -2.0523 -0.2262
H 5.6707 0.9350 3.3821 0.0780
H 5.4103 2.5284 3.7639 0.0778
H 3.9069 -0.6615 3.1319 0.1065
H 1.4856 -0.9624 2.7406 0.1153
H 0.7903 3.1197 3.7300 0.1109
H 3.2191 3.4368 4.1575 0.1054
H 1.0687 2.6456 -3.4513 0.1567
H -0.5954 0.9728 -3.8381 0.0741
O -0.5545 -4.2099 -1.0847 -0.1869
N -1.4461 -3.9451 -0.1291 -0.1661
C -1.4140 -2.8196 0.6185 -0.0071
C -2.3397 -2.6087 1.6215 -0.0109
C -3.3191 -3.5565 1.8538 -0.0517
C -3.3457 -4.6991 1.0637 -0.0587
C -2.4017 -4.8729 0.0784 -0.0270
H -0.6619 -2.0760 0.3795 0.0922
H -2.2520 -1.6862 2.1851 0.0880
H -4.0486 -3.4116 2.6385 0.1094
H -4.0951 -5.4661 1.2010 0.1049
H -2.3421 -5.7227 -0.5833 0.1352
```

Multiplicity ... 1
Net charge ... -1
Frontier orbital gap ... 6.0 eV
Calculated total energy ... -132399.519 eV
E_HOMO ... -3.89 eV